# 1
C11H28ClNNbO4 | the ωB97M-V functional and the def2-TZVPD basis

CARTESIAN COORDINATES (ANGSTROEM)
Nb: -1.76 -0.26 -0.30
Cl: 0.29 0.16 1.04
O: -0.54 0.76 -4.25
O: 0.36 2.13 8.48
O: -0.56 1.91 6.50
O: 1.42 0.32 -3.38
N: -3.30 -4.45 -2.84
C: -0.37 0.42 4.57
C: 0.64 0.98 -4.26
C: 2.84 0.39 -3.39
C: -2.67 -3.12 -2.62
C: -1.47 -3.19 -1.72
C: 1.24 2.04 -5.15
C: 3.35 1.57 -2.58
C: -0.46 1.84 5.07
C: -0.76 -1.79 -1.67
C: 1.87 1.56 6.74
C: 0.51 1.91 7.31
H: -3.98 -4.33 -3.59
H: -1.22 -0.17 4.91
H: 2.03 0.49 6.86
H: -1.74 -3.52 -0.73
H: 0.36 2.46 4.71
H: 0.54 -0.08 4.92
H: -2.36 -2.74 -3.58
H: -3.32 -0.30 -1.22
H: -0.35 0.41 3.47
H: 0.26 -1.98 -1.37
H: -2.64 0.94 0.78
H: -3.40 -2.42 -2.23
H: -1.38 2.30 4.70
H: 2.62 2.10 7.30
H: -0.75 -3.90 -2.12
H: 3.03 2.52 -3.02
H: 2.96 1.53 -1.57
H: -2.34 -1.67 0.73
H: 2.28 1.86 -5.42
H: -1.24 1.04 -1.46
H: 1.16 3.01 -4.66
H: -0.77 -1.38 -2.68
H: 4.44 1.57 -2.54
H: 0.67 2.07 -6.08
H: 3.23 0.39 -4.41
H: 3.17 -0.53 -2.92
H: -3.87 -4.68 -2.03
H: 1.99 1.83 5.69

Results
* E_tot: -35610.6243 eV
* charge: -1
* HOMO level: -4.5 eV
* energy relative to the best compared isomer or geometry (same formula, charge and spin): 0.8138 eV
* frontier orbital gap: 0.2604 Eh

Table of natural (NBO) atomic charges, one value per atom, all in e: Nb 1.69; Cl -0.55; O -0.55; O -0.59; O -0.50; O -0.50; N -0.84; C -0.65; C 0.79; C -0.06; C -0.22; C -0.40; C -0.74; C -0.64; C -0.07; C -0.96; C -0.74; C 0.80; H 0.34; H 0.22; H 0.24; H 0.20; H 0.17; H 0.19; H 0.17; H -0.29; H 0.27; H 0.22; H -0.42; H 0.18; H 0.20; H 0.24; H 0.18; H 0.20; H 0.24; H -0.45; H 0.21; H -0.41; H 0.24; H 0.23; H 0.20; H 0.24; H 0.16; H 0.20; H 0.34; H 0.22

# 2
C11H29Cl2GaOP | the ωB97M-V functional and the def2-TZVPD basis

CARTESIAN COORDINATES (ANGSTROEM)
Ga: 1.29 -1.26 1.54
Cl: 2.28 0.43 2.57
Cl: 0.76 -3.33 0.56
P: -1.01 0.42 -0.55
O: 3.04 -2.46 1.93
C: 4.40 -2.32 1.36
C: -0.22 3.09 0.08
C: -1.40 2.12 0.16
C: -0.37 0.56 -2.29
C: -2.83 -1.46 0.55
C: -1.36 1.26 -3.22
C: 5.31 -2.93 2.40
C: -3.76 0.38 -0.91
C: -1.84 1.93 1.62
C: 1.05 1.16 -2.35
C: -2.58 -0.55 -0.66
H: -2.42 -1.20 -1.54
H: 5.11 -2.49 3.38
H: 0.67 2.67 0.58
H: -3.64 0.96 -1.83
H: 2.62 -3.24 1.49
H: 1.02 2.24 -2.57
H: -2.96 -0.88 1.48
H: -0.49 4.02 0.59
H: -2.77 1.35 1.72
H: -0.87 1.40 -4.20
H: 0.04 3.35 -0.95
H: -1.65 2.25 -2.83
H: -2.03 2.91 2.09
H: -3.76 -2.03 0.38
H: -2.01 -2.18 0.70
H: -4.67 -0.23 -1.01
H: -3.91 1.07 -0.07
H: 1.61 1.01 -1.40
H: 1.62 0.67 -3.16
H: -0.10 -1.25 2.26
H: -0.29 -0.51 -2.59
H: -2.26 0.65 -3.39
H: -2.24 2.50 -0.44
H: -1.05 1.42 2.20
H: 1.24 -0.57 0.14
H: 4.43 -2.88 0.41
H: 6.37 -2.80 2.16
H: 5.11 -4.01 2.45
H: 4.55 -1.25 1.18

Results
* E_tot: -100637.3174 eV
* charge: -1
* HOMO level: -3.4 eV
* frontier orbital gap: 0.2397 Eh

Table of natural (NBO) atomic charges, one value per atom, all in e: Ga 0.98; Cl -0.66; Cl -0.70; P 0.86; O -0.77; C -0.07; C -0.62; C -0.51; C -0.51; C -0.61; C -0.61; C -0.63; C -0.61; C -0.62; C -0.62; C -0.51; H 0.22; H 0.22; H 0.24; H 0.20; H 0.52; H 0.19; H 0.20; H 0.20; H 0.20; H 0.19; H 0.20; H 0.20; H 0.19; H 0.18; H 0.25; H 0.19; H 0.20; H 0.25; H 0.20; H -0.34; H 0.23; H 0.20; H 0.19; H 0.25; H -0.36; H 0.18; H 0.20; H 0.20; H 0.21

# 3
C11H29Cl2OPSSc | the ωB97M-V functional and the def2-TZVPD basis

CARTESIAN COORDINATES (ANGSTROEM)
Sc: 2.66 -1.27 0.67
Cl: 1.92 -0.59 2.77
Cl: 1.96 -0.96 -1.57
S: 5.72 -0.76 -0.06
P: -1.96 0.38 -0.25
O: 4.65 -1.84 0.30
C: -1.51 2.09 -0.74
C: 6.71 -1.57 -1.34
C: 6.92 -0.95 1.27
C: -0.41 2.65 0.19
C: -2.97 0.18 1.30
C: -2.72 -0.45 -1.70
C: -4.24 -0.48 -1.66
C: -2.89 -1.29 1.77
C: -2.75 2.98 -0.90
C: -2.49 1.11 2.42
C: -2.06 -1.84 -1.82
H: -4.00 0.43 1.00
H: 6.50 -0.46 2.16
H: -3.43 2.92 -0.03
H: -4.67 0.53 -1.74
H: -2.30 -2.28 -2.80
H: 7.66 -1.03 -1.39
H: -2.63 2.17 2.18
H: -2.40 0.17 -2.57
H: -3.07 0.90 3.33
H: -3.31 2.71 -1.81
H: 0.57 -1.33 0.62
H: -1.85 -1.59 1.94
H: -3.43 -1.39 2.72
H: -0.97 -1.77 -1.72
H: 3.16 0.42 0.53
H: 0.21 1.86 0.64
H: 6.17 -1.46 -2.28
H: -3.35 -1.99 1.06
H: 7.09 -2.01 1.45
H: 6.85 -2.63 -1.08
H: -0.84 3.28 0.98
H: 0.25 3.29 -0.41
H: -1.05 1.94 -1.73
H: -4.61 -1.07 -2.52
H: -2.43 4.02 -1.01
H: -1.43 0.92 2.65
H: 7.84 -0.44 0.96
H: -2.44 -2.52 -1.04
H: -4.63 -0.96 -0.75

Results
* E_tot: -79795.1719 eV
* charge: -1
* HOMO level: -2.0 eV
* frontier orbital gap: 0.1475 Eh

Table of natural (NBO) atomic charges, one value per atom, all in e: Sc 1.12; Cl -0.61; Cl -0.64; S 1.29; P 0.81; O -0.98; C -0.51; C -0.81; C -0.81; C -0.62; C -0.50; C -0.51; C -0.61; C -0.62; C -0.61; C -0.61; C -0.62; H 0.18; H 0.26; H 0.20; H 0.20; H 0.18; H 0.22; H 0.20; H 0.22; H 0.19; H 0.20; H -0.52; H 0.26; H 0.19; H 0.27; H -0.46; H 0.27; H 0.26; H 0.20; H 0.24; H 0.24; H 0.19; H 0.20; H 0.23; H 0.19; H 0.19; H 0.24; H 0.22; H 0.20; H 0.20

# 4
C11H29NO12SV | the ωB97M-V functional and the def2-TZVPD basis

CARTESIAN COORDINATES (ANGSTROEM)
V: -1.47 0.69 1.03
S: 1.33 -3.70 -1.56
O: 2.62 -3.85 -2.59
O: -0.72 1.01 2.39
O: -3.16 -1.63 -0.43
O: -3.65 1.78 0.63
O: -3.48 0.00 1.99
O: 0.70 -5.04 -1.37
O: -2.36 -3.59 0.00
O: 3.35 0.68 4.15
O: -1.10 4.09 2.15
O: -0.80 -0.58 0.39
O: 1.68 -2.92 -0.39
O: -0.71 2.44 -0.25
N: -3.29 -2.78 0.02
C: 4.54 -3.15 -3.78
C: -3.97 1.15 1.71
C: 0.30 1.39 -2.14
C: 0.29 2.66 -1.27
C: 0.21 -2.66 -2.58
C: -4.88 1.78 2.72
C: -4.60 -3.18 0.62
C: 3.59 -2.80 -2.62
C: 1.73 3.07 -0.80
C: 0.21 4.34 2.61
C: 2.97 0.37 2.77
H: -0.55 -2.18 -1.96
H: -5.11 2.72 2.22
H: 0.87 -1.81 -2.78
H: -4.90 -4.01 -0.01
H: 3.99 -3.00 -4.71
H: 0.97 3.57 2.74
H: 0.90 1.57 -3.03
H: 2.02 -0.15 2.63
H: 4.01 -2.64 -1.63
H: 3.17 -1.86 -2.97
H: -0.25 -3.25 -3.36
H: -4.33 1.94 3.65
H: -5.83 1.32 3.01
H: 0.63 5.18 2.06
H: 2.72 1.21 2.11
H: -0.68 0.97 -2.39
H: 2.10 2.13 -0.38
H: -4.44 -3.46 1.66
H: -0.13 3.53 -1.77
H: 2.40 3.42 -1.59
H: 2.72 1.32 4.48
H: -0.84 3.58 1.38
H: 4.99 -4.14 -3.83
H: -5.18 -2.26 0.54
H: 3.73 -0.25 2.30
H: 1.59 3.88 -0.08
H: 0.74 0.62 -1.50
H: 0.02 4.88 3.54
H: 5.34 -2.41 -3.74

Results
* E_tot: -74457.7837 eV
* charge: -1
* HOMO level: -5.6 eV
* frontier orbital gap: 0.2969 Eh

Table of Mulliken atomic charges, one value per atom, all in e: V 1.39; S 1.07; O -0.26; O -0.73; O -0.44; O -0.70; O -0.62; O -0.63; O -0.50; O -0.55; O -0.43; O -0.92; O -0.52; O -0.61; N 0.88; C -1.31; C 1.40; C -1.13; C 0.37; C -0.46; C -1.17; C -0.79; C -0.02; C -1.01; C -0.64; C -0.38; H 0.03; H 0.34; H 0.19; H 0.31; H 0.30; H 0.17; H 0.47; H 0.23; H 0.35; H 0.21; H 0.36; H 0.23; H 0.33; H 0.30; H 0.09; H 0.29; H 0.12; H 0.28; H 0.27; H 0.39; H 0.30; H 0.29; H 0.34; H 0.28; H 0.30; H 0.23; H 0.06; H 0.33; H 0.38

# 5
C11H30AgN4O5 | the ωB97M-V functional and the def2-TZVPD basis

CARTESIAN COORDINATES (ANGSTROEM)
Ag: 0.13 0.27 -0.58
O: -2.57 -5.26 0.93
O: 5.60 -4.79 -1.16
O: -0.43 2.94 -2.91
O: -1.18 -0.01 2.52
O: 3.23 -2.51 -1.75
N: -1.82 -4.25 -0.95
N: -2.58 1.26 -2.66
N: -0.57 -4.09 0.72
N: 1.38 1.27 2.42
C: -2.82 2.58 -3.11
C: -0.43 0.05 3.71
C: 4.51 -2.37 -1.15
C: 2.04 0.50 4.46
C: 1.10 0.18 3.29
C: 5.33 -3.55 -0.50
C: 0.70 3.70 -3.26
C: -1.60 3.24 -3.70
C: -2.63 0.16 2.72
C: -3.46 3.42 -1.95
C: -1.75 -4.58 0.31
H: 0.94 3.58 -4.31
H: -3.55 2.59 -3.92
H: 1.39 -0.70 2.71
H: -2.31 0.74 -3.48
H: -0.05 -3.84 -0.10
H: 2.38 1.40 2.32
H: -1.04 -3.73 -1.32
H: -4.26 2.77 -1.61
H: -3.87 4.32 -2.41
H: -3.10 -0.40 1.91
H: 2.02 1.49 4.92
H: 1.53 3.32 -2.66
H: 3.10 0.37 4.26
H: 4.50 -1.56 -0.42
H: 1.13 2.12 2.91
H: 1.78 -0.27 5.18
H: -0.27 -4.53 1.58
H: -1.75 4.31 -3.55
H: 0.54 4.77 -3.12
H: -2.86 1.22 2.78
H: 6.30 -3.17 -0.16
H: -0.62 0.93 4.31
H: 5.06 -1.95 -2.00
H: -1.40 3.04 -4.75
H: -0.72 -0.77 4.37
H: 4.84 -3.89 0.41
H: -3.46 0.83 -2.37
H: -2.62 -4.54 -1.50
H: -2.90 -0.32 3.65
H: -2.92 3.69 -1.04

Results
* E_tot: -32081.7776 eV
* charge: -1
* HOMO level: -1.8 eV
* energy relative to the best compared isomer or geometry (same formula, charge and spin): 2.5570 eV
* frontier orbital gap: 0.0980 Eh

Table of natural (NBO) atomic charges, one value per atom, all in e: Ag 0.15; O -0.70; O -0.79; O -0.54; O -0.54; O -0.67; N -0.83; N -0.80; N -0.83; N -0.81; C -0.06; C -0.05; C -0.11; C -0.64; C -0.07; C -0.09; C -0.24; C -0.07; C -0.25; C -0.61; C 0.76; H 0.16; H 0.15; H 0.21; H 0.36; H 0.40; H 0.36; H 0.39; H 0.20; H 0.20; H 0.20; H 0.20; H 0.21; H 0.22; H 0.13; H 0.33; H 0.20; H 0.41; H 0.17; H 0.15; H 0.17; H 0.12; H 0.14; H 0.12; H 0.17; H 0.17; H 0.12; H 0.35; H 0.40; H 0.17; H 0.22

# 6
C11H30AgO8 | the ωB97M-V functional and the def2-TZVPD basis

CARTESIAN COORDINATES (ANGSTROEM)
Ag: 8.65 7.73 -3.95
O: 10.28 9.26 -3.19
O: 6.35 9.91 -2.67
O: 9.70 6.07 -5.35
O: 7.65 9.15 -5.68
O: 5.32 5.26 -2.61
O: 7.36 5.18 -2.55
O: 6.26 6.87 -3.55
O: 9.36 6.86 -1.34
C: 8.38 10.30 -5.89
C: 11.04 6.00 -7.36
C: 8.96 10.46 -7.34
C: 9.63 6.11 -6.78
C: 9.29 6.88 0.06
C: 12.36 8.00 -3.12
C: 6.40 5.81 -2.89
C: 6.39 11.02 -0.49
C: 10.12 8.01 0.50
C: 11.59 9.21 -3.70
C: 6.72 9.77 -1.25
H: 8.11 10.06 -7.90
H: 11.63 6.83 -6.97
H: 9.74 9.71 -7.47
H: 12.71 8.19 -2.11
H: 8.27 7.14 0.34
H: 9.84 9.00 0.13
H: 6.79 11.94 -0.91
H: 11.59 9.26 -4.79
H: 10.26 5.31 -5.20
H: 7.58 11.00 -5.65
H: 12.10 10.14 -3.44
H: 9.14 7.00 -7.18
H: 6.27 9.01 -2.98
H: 9.02 5.29 -7.16
H: 9.04 11.55 -7.34
H: 6.75 9.40 -5.91
H: 10.28 10.06 -2.65
H: 9.60 5.91 0.46
H: 11.62 5.13 -7.07
H: 9.99 8.10 1.58
H: 6.35 8.87 -0.75
H: 6.63 10.93 0.57
H: 11.05 6.22 -8.43
H: 13.21 7.85 -3.78
H: 11.14 7.91 0.15
H: 8.74 6.20 -1.66
H: 7.80 9.64 -1.19
H: 11.83 7.04 -3.14
H: 5.30 11.07 -0.59
H: 9.22 10.46 -5.21

Results
* E_tot: -32269.5612 eV
* charge: -1
* HOMO level: -1.2 eV
* frontier orbital gap: 0.1295 Eh

Table of natural (NBO) atomic charges, one value per atom, all in e: Ag 0.84; O -0.74; O -0.77; O -0.73; O -0.73; O -0.90; O -0.86; O -0.96; O -0.79; C -0.05; C -0.64; C -0.66; C -0.07; C -0.06; C -0.63; C 0.90; C -0.63; C -0.61; C -0.06; C -0.07; H 0.21; H 0.20; H 0.21; H 0.21; H 0.16; H 0.20; H 0.20; H 0.16; H 0.48; H 0.16; H 0.15; H 0.19; H 0.52; H 0.17; H 0.22; H 0.49; H 0.49; H 0.16; H 0.20; H 0.19; H 0.19; H 0.20; H 0.21; H 0.19; H 0.19; H 0.52; H 0.14; H 0.24; H 0.21; H 0.17

Lowest unoccupied orbital energy (eV)
2.59; 3.14; 2.04; 2.50; 0.89; 2.29